7
Properties=species:S:1:pos:R:3 method="wB97M-V/def2-TZVPD" total_energy_ha=-307.05225 max_force_ha_per_bohr=0.2088 homo_energy_ev="-10.42 / -10.42" gap_ev="9.292 / 9.293" smiles="O=C1CN1F" de_lowest_kcal_mol=122.3 lumo_ha="-0.041 / -0.041"
C -0.1821 -0.4924 0.5971
C 0.7375 0.1204 -0.4181
N -0.4958 0.7233 0.2472
O -0.6202 -1.6156 1.4068
F -1.7232 0.8918 -0.4252
H 1.6212 0.5438 0.0749
H 0.6626 -0.1713 -1.4826

***

8
Properties=species:S:1:pos:R:3 method="wB97M-V/def2-TZVPD" total_energy_ha=-382.22803 multiplicity=3 max_force_ha_per_bohr=0.2372 homo_energy_ev="-7.45 / -10.73" s_squared=2.01 gap_ev="8.078 / 6.479" de_lowest_kcal_mol=50.2 lumo_ha="0.023 / -0.156"
C 1.2619 -0.0867 0.0525
C -0.0039 -0.3968 -0.0749
N -1.1524 0.4823 -0.0394
O -0.8396 1.6574 -0.1337
O -2.2415 -0.0232 0.0630
F -0.5070 -1.6591 -0.1080
H 2.0356 -0.9370 -0.0206
H 1.4468 0.9631 0.2612

***

8
Properties=species:S:1:pos:R:3 method="wB97M-V/def2-TZVPD" total_energy_ha=-520.20968 max_force_ha_per_bohr=0.1233 homo_energy_ev="-12.78 / -12.78" gap_ev="5.311 / 5.317" de_lowest_kcal_mol=0.0 charge=+1 lumo_ha="-0.274 / -0.274"
O 0.9506 -0.6075 -0.2041
C -0.2161 -0.9365 -0.0029
C -1.1881 0.2233 0.0869
O -0.7864 1.3611 0.0290
H -0.5562 -1.9761 0.1045
F -2.4437 -0.0681 0.1598
Pb 1.3959 1.5650 -0.0686
H 2.8440 0.4388 -0.1045

***

8
Properties=species:S:1:pos:R:3 method="wB97M-V/def2-TZVPD" total_energy_ha=-2107.03032 multiplicity=2 max_force_ha_per_bohr=0.0351 homo_energy_ev="-8.56 / -11.11" s_squared=0.75 gap_ev="8.467 / 10.438" de_lowest_kcal_mol=7.7 lumo_ha="-0.004 / -0.025"
F 3.4245 0.1237 -0.2477
O -0.1942 1.8521 -0.1372
C -1.0818 1.0681 -0.2637
C -0.9932 -0.4151 0.1199
O 0.1905 -1.0026 -0.1950
Zn 1.7698 -0.3007 -0.0278
H -1.8252 -0.8932 -0.4382
H -1.2903 -0.4322 1.1898

***

9
Properties=species:S:1:pos:R:3 method="wB97M-V/def2-TZVPD" total_energy_ha=-744.15450 max_force_ha_per_bohr=0.0713 homo_energy_ev="0.57 / 1.47" gap_ev="6.252 / 5.344" de_lowest_kcal_mol=138.9 charge=-2 lumo_ha="0.251 / 0.250"
C -3.0520 -0.3184 -0.0110
C 0.3117 0.5602 -0.2201
O 3.1909 0.6299 -0.6958
O 2.1964 -1.5778 0.0848
O 1.1229 0.6541 0.9338
F 0.1046 1.9447 -0.6989
P 1.9420 -0.1524 -0.2837
H -2.6499 -0.4176 1.0860
H -3.1667 -1.3228 -0.1953

***

7
Properties=species:S:1:pos:R:3 method="wB97M-V/def2-TZVPD" total_energy_ha=-593.71999 multiplicity=3 max_force_ha_per_bohr=0.0943 homo_energy_ev="-6.84 / -10.14" s_squared=2.01 gap_ev="7.687 / 7.536" de_lowest_kcal_mol=30.3 lumo_ha="0.031 / -0.096"
C 2.4253 -0.6546 0.4875
C -1.5956 0.0059 0.2329
O 2.8809 0.0467 -0.2651
F 0.3308 0.6995 -1.1027
P -0.0273 -0.5364 -0.1472
H -1.9881 -0.4523 1.0079
H -2.0260 0.8914 -0.2132